Formula: C3H6N4O
Source: the Open Molecules 2025 dataset
Level of theory: ωB97M-V/def2-TZVPD

Positions of all 14 atoms, in Å:
C (-0.30938, -0.28435, 0.29531)
C (-0.73588, 1.00214, 0.76181)
C (0.74701, -0.28213, -0.79972)
H (-0.96967, -3.12912, 1.02603)
H (-1.73923, 1.56245, 0.75037)
H (-0.41316, 0.99338, 1.92805)
H (-0.43987, 2.67282, -0.56116)
H (1.89237, 1.38441, -1.32207)
H (0.82938, -1.97641, -0.92798)
N (-0.81252, -1.28039, 0.92599)
N (0.16305, 1.91647, -0.06247)
N (0.79687, 1.15244, -1.24789)
N (1.23924, -1.25632, -1.51183)
O (-0.24820, -2.47539, 0.74556)

Forces on the atoms, in the same order (eV/Å):
C -0.3 -3.5 -0.3
C 1.1 4.3 1.7
C -0.6 1.9 -2.5
H 1.7 1.3 -0.4
H 0.9 -2.1 -0.3
H -0.6 0.6 -2.6
H 1.4 -2.0 1.2
H -3.2 -0.3 0.5
H 0.5 -1.5 -0.5
N -0.7 1.7 0.3
N -0.2 1.6 -1.9
N 2.0 -1.3 2.5
N -1.3 2.1 2.6
O -0.8 -2.8 -0.4

SMILES: [H]/N=C1/NNC/C1=N/O
Multiplicity: 1
Largest force on an atom: 4.75 eV/Å
Lowest unoccupied orbital energy: 0.187 eV
Energy relative to the best compared isomer or geometry (same formula, charge and spin): 531.6 kJ/mol
Energy: -11211.2671 eV
Orbital gap: 8.95 eV

Atom charges from the Mulliken analysis, given in e for atoms 1 to 5: 0.369 -0.202 0.371 0.381 0.254



Formula: C5H10NO2P
Source: the Open Molecules 2025 dataset
Level of theory: ωB97M-V/def2-TZVPD

Positions of all 19 atoms, in Å:
C (1.64123, -1.94992, 0.06006)
C (-0.55399, 1.09393, 0.74285)
C (-0.43759, -0.43846, 0.80526)
C (0.91970, 1.62349, 0.58812)
C (0.52993, -0.83211, -0.44258)
N (-0.28541, -1.51110, -1.42594)
O (2.76744, -1.53572, 0.21740)
O (1.12024, -3.15326, 0.12834)
P (1.64396, 0.67919, -0.83141)
H (-1.21115, 1.44730, -0.18866)
H (-1.12635, 1.49052, 1.54661)
H (0.17910, -0.69854, 1.67679)
H (-1.40753, -0.86251, 0.59614)
H (0.86191, 2.76959, 0.25604)
H (1.49217, 1.30079, 1.46743)
H (-1.09848, -0.96078, -1.38499)
H (0.18646, -3.03785, -0.19000)
H (0.19095, -1.73124, -2.34536)
H (0.83149, 1.38297, -1.90855)

Forces on the atoms, in the same order (eV/Å):
C -1.0 3.7 -1.3
C 0.0 0.4 -2.5
C 2.0 1.2 -2.1
C -1.9 1.5 -1.2
C 1.4 -1.3 1.5
N 1.7 -0.8 -0.3
O -0.5 -1.9 0.8
O 0.1 -0.6 0.3
P -0.9 0.7 -1.4
H 1.5 -0.9 1.5
H -0.1 0.4 1.1
H -1.1 -0.3 0.2
H -0.1 -0.8 0.8
H 0.7 -2.4 1.4
H 0.0 0.9 0.0
H -1.5 0.3 -1.5
H 0.6 -0.1 0.0
H -1.2 0.9 1.4
H 0.4 -1.0 1.2

SMILES: N[C@]1(C(=O)O)CCCP1
Multiplicity: 1
Largest force on an atom: 4.03 eV/Å
Lowest unoccupied orbital energy: 0.746 eV
Energy relative to the best compared isomer or geometry (same formula, charge and spin): 154.2 kJ/mol
Energy: -20219.6869 eV
Orbital gap: 9.37 eV

Atom charges from the Mulliken analysis, given in e for atoms 1 to 5: 0.449 -0.427 -1.127 -0.757 0.621



Formula: C2H7NO
Source: the Open Molecules 2025 dataset
Level of theory: ωB97M-V/def2-TZVPD

Positions of all 11 atoms, in Å:
C (0.97556, -0.76393, 1.13364)
C (-0.30501, -0.38479, 1.12735)
N (-1.32177, -0.69328, 0.25519)
H (1.40823, -1.51368, 0.48353)
H (1.48610, -0.54493, 2.06110)
H (-0.63619, 0.34298, 1.86541)
H (-1.20261, -1.35600, -0.48916)
H (-2.25426, -0.65731, 0.62138)
H (0.58523, 0.64694, -1.99146)
H (1.31581, 1.90444, -1.52454)
O (0.56132, 1.61555, -2.04117)

Forces on the atoms, in the same order (eV/Å):
C -0.4 -0.4 0.6
C -0.1 0.1 -0.1
N -0.1 0.1 -0.3
H -0.1 0.1 -0.1
H 0.5 0.3 -0.3
H 0.1 -0.3 0.2
H 0.2 -0.2 0.1
H -0.1 0.1 -0.1
H 0.0 0.5 0.1
H 0.1 0.0 0.1
O -0.1 -0.4 -0.2

SMILES: C=CN.O
Multiplicity: 1
Largest force on an atom: 0.81 eV/Å
Lowest unoccupied orbital energy: 0.964 eV
Energy relative to the best compared isomer or geometry (same formula, charge and spin): 94.0 kJ/mol
Energy: -5724.2672 eV
Orbital gap: 9.33 eV

Atom charges from the Mulliken analysis, given in e for atoms 1 to 5: -0.841 0.111 -0.403 0.276 0.238



Formula: C4H11NS
Source: the Open Molecules 2025 dataset
Level of theory: ωB97M-V/def2-TZVPD

Positions of all 17 atoms, in Å:
C (1.67814, -1.84823, 0.62386)
S (2.99589, -0.76699, -0.00618)
C (2.56324, 0.75631, 0.83166)
H (2.02655, -2.39607, 1.50278)
H (1.40025, -2.52681, -0.17723)
H (0.82934, -1.24019, 0.91109)
H (3.35858, 1.49160, 0.75400)
H (1.65005, 1.19879, 0.44116)
H (2.35712, 0.56483, 1.88768)
C (-2.71782, 0.11555, -1.68620)
C (-2.01400, 1.16865, 0.25089)
N (-3.00620, 0.71054, -0.38020)
H (-3.66627, -0.13101, -2.14795)
H (-2.06614, -0.74038, -1.53367)
H (-2.23101, 0.86385, -2.33299)
H (-2.14362, 1.52979, 1.26429)
H (-1.01409, 1.24977, -0.20299)

Forces on the atoms, in the same order (eV/Å):
C 0.5 0.2 0.1
S 0.1 -0.1 -0.2
C -0.5 0.1 0.6
H -0.1 0.0 -0.2
H -0.1 -0.1 0.1
H -0.3 0.0 -0.1
H 0.2 -0.1 -0.1
H -0.1 0.0 -0.3
H 0.3 0.0 0.0
C -0.1 1.1 0.1
C -0.2 0.1 -0.4
N 0.4 -0.3 0.5
H 0.1 -0.4 -0.1
H -0.1 -0.2 -0.3
H 0.1 -0.3 0.1
H 0.0 0.2 0.1
H 0.0 -0.2 0.2

SMILES: C=NC.CSC
Multiplicity: 1
Largest force on an atom: 1.11 eV/Å
Lowest unoccupied orbital energy: 0.845 eV
Energy relative to the best compared isomer or geometry (same formula, charge and spin): 133.5 kJ/mol
Energy: -16650.4092 eV
Orbital gap: 9.42 eV

Atom charges from the Mulliken analysis, given in e for atoms 1 to 5: -0.720 -0.074 -0.745 0.276 0.301



orbital gap of number 4 (C4H11NS)? 9.42 eV



Please write out number 3 again, unchanged.
Formula: C2H7NO
Source: the Open Molecules 2025 dataset
Level of theory: ωB97M-V/def2-TZVPD

Positions of all 11 atoms, in Å:
C (0.97556, -0.76393, 1.13364)
C (-0.30501, -0.38479, 1.12735)
N (-1.32177, -0.69328, 0.25519)
H (1.40823, -1.51368, 0.48353)
H (1.48610, -0.54493, 2.06110)
H (-0.63619, 0.34298, 1.86541)
H (-1.20261, -1.35600, -0.48916)
H (-2.25426, -0.65731, 0.62138)
H (0.58523, 0.64694, -1.99146)
H (1.31581, 1.90444, -1.52454)
O (0.56132, 1.61555, -2.04117)

Forces on the atoms, in the same order (eV/Å):
C -0.4 -0.4 0.6
C -0.1 0.1 -0.1
N -0.1 0.1 -0.3
H -0.1 0.1 -0.1
H 0.5 0.3 -0.3
H 0.1 -0.3 0.2
H 0.2 -0.2 0.1
H -0.1 0.1 -0.1
H 0.0 0.5 0.1
H 0.1 0.0 0.1
O -0.1 -0.4 -0.2

SMILES: C=CN.O
Multiplicity: 1
Largest force on an atom: 0.81 eV/Å
Lowest unoccupied orbital energy: 0.964 eV
Energy relative to the best compared isomer or geometry (same formula, charge and spin): 94.0 kJ/mol
Energy: -5724.2672 eV
Orbital gap: 9.33 eV

Atom charges from the Mulliken analysis, given in e for atoms 1 to 5: -0.841 0.111 -0.403 0.276 0.238



Which formula does entry 3 have? C2H7NO



multiplicity of number 1 (C3H6N4O)? 1